C4H9N2 | ωB97M-V/def2-TZVPD

Structure (XYZ):
```
15
Properties=species:S:1:pos:R:3:lowdin_charge:R:1
C 0.4999 -1.0447 0.2648 -0.009
C 2.5006 -0.0470 0.3810 0.102
C -1.4139 -0.9154 -1.0021 -0.023
C -0.5820 1.0646 0.2870 -0.029
N 1.6126 -0.7139 0.9311 0.021
N -0.4194 -0.2392 -0.2039 -0.193
H 3.4704 -0.0029 0.8765 0.129
H 2.3937 0.4113 -0.5660 0.118
H -1.2002 -1.9473 -1.1922 0.091
H -2.4195 -0.8158 -0.6386 0.103
H -1.3295 -0.5198 -2.0493 0.125
H 0.3874 1.5618 0.5512 0.107
H -0.9645 1.5947 -0.6025 0.116
H -1.3161 1.1144 1.1354 0.134
H 1.7392 -1.1233 1.8670 0.208
```

## Properties
**Total charge**: +1
**HOMO energy (alpha / beta)**: -13.29 / -13.29 eV
**E_tot**: -266.941022 Eh
**Orbital gap (alpha / beta)**: 0.3120 / 0.3120 Eh
**Largest force on an atom**: 5.2 eV/Å



C36H30N6O12 | ωB97M-V/def2-TZVPD

Structure (XYZ):
```
84
Properties=species:S:1:pos:R:3:lowdin_spin:R:1
C 0.0784 -6.1848 1.3169 0.000
C 0.3924 -4.8868 1.7162 0.001
C 1.4887 -4.2591 1.2308 0.002
C 2.2915 -4.9534 0.2648 0.000
C 2.0628 -6.2657 -0.1050 0.000
C 0.9690 -6.9383 0.5515 0.000
N 3.4737 -4.1867 -0.2438 0.000
O 3.7465 -3.1189 0.3131 0.000
O 3.9839 -4.5815 -1.3048 0.000
H -0.8057 -6.6128 1.7659 0.000
H -0.2614 -4.3695 2.4028 0.000
H 1.6286 -3.2154 1.4704 0.001
H 2.9416 -6.7529 -0.5009 0.000
H 0.8869 -7.9984 0.3622 0.000
C 2.6193 0.1969 -1.1813 0.002
C 1.7821 -0.5203 -1.9759 0.002
C 1.8862 -0.2963 -3.3238 0.001
C 2.6684 0.8503 -3.8613 0.001
C 3.3099 1.6965 -2.9865 0.000
C 3.3200 1.2307 -1.6139 0.001
N 2.8291 1.0598 -5.3347 0.000
O 2.2425 0.1988 -6.0319 0.000
O 3.3396 2.0849 -5.7730 0.000
H 2.8773 -0.2219 -0.2198 0.001
H 1.2144 -1.3766 -1.6431 0.001
H 1.3895 -0.8680 -4.0937 0.000
H 3.8713 2.5582 -3.3158 0.000
H 3.9980 1.6982 -0.9151 0.000
C 7.1431 -0.3033 1.4720 0.002
C 7.4000 1.1344 1.1711 0.000
C 6.5286 2.1333 1.5727 0.001
C 5.2627 1.7275 2.1761 0.000
C 5.0876 0.3831 2.4947 0.001
C 5.9489 -0.6764 2.1525 0.000
N 4.1318 2.6634 2.3903 0.006
O 3.1390 2.2638 2.9827 -0.001
O 4.3374 3.8384 2.0432 0.010
H 7.8737 -0.9927 1.0755 0.000
H 8.3604 1.3162 0.7118 0.000
H 6.6967 3.1359 1.2081 0.000
H 4.1500 0.0281 2.8965 0.000
H 5.7100 -1.6908 2.4358 0.000
C -1.8286 -3.8901 -0.9559 0.001
C -0.8356 -3.9527 -1.9593 0.000
C -1.2702 -3.7032 -3.2511 0.000
C -2.6619 -3.6705 -3.6080 0.000
C -3.5870 -3.7844 -2.5675 0.000
C -3.2135 -3.8765 -1.2499 0.000
N -2.9239 -3.3567 -5.0200 0.000
O -1.9755 -3.2133 -5.8045 0.000
O -4.0674 -3.1557 -5.4015 0.000
H -1.5448 -4.0721 0.0701 0.001
H 0.2416 -3.9779 -1.8846 0.000
H -0.5246 -3.3896 -3.9667 0.000
H -4.6472 -3.7132 -2.7605 0.000
H -3.9578 -3.8858 -0.4674 0.000
C -5.9359 4.8303 1.6977 0.000
C -7.2681 4.8876 1.6290 0.000
C -7.9475 5.7957 0.8927 0.000
C -7.2569 6.8040 0.2102 0.000
C -5.8218 6.8129 0.2581 0.000
C -5.2265 5.8501 1.0530 0.000
N -7.8523 7.7769 -0.7521 0.000
O -7.1696 8.2726 -1.6881 0.000
O -9.0661 7.8835 -0.6250 0.000
H -5.4112 4.1286 2.3291 0.000
H -7.6858 4.1780 2.3278 0.000
H -9.0246 5.8236 0.9663 0.000
H -5.2311 7.5346 -0.2865 0.000
H -4.1657 5.7958 1.2485 0.000
C -1.4176 2.6243 3.6802 0.121
C -0.0631 2.2413 3.6257 0.004
C 0.2497 1.2265 2.7390 0.105
C -0.8038 0.4651 2.1079 0.054
C -2.0643 0.9748 2.0587 0.054
C -2.4706 2.0414 2.8553 0.002
N -0.5333 -0.7100 1.3069 0.236
O -1.4374 -1.1728 0.5928 0.168
O 0.5782 -1.0151 1.2060 0.193
H -1.8531 3.3443 4.3572 0.009
H 0.7345 2.6333 4.2393 -0.003
H 1.2239 0.7713 2.8392 0.011
H -2.7858 0.5255 1.3925 0.008
H -3.4921 2.3894 2.8125 -0.002
```

## Properties
**Total charge**: -1
**HOMO energy (alpha / beta)**: -1.89 / -5.73 eV
**2S+1**: 2
**E_tot**: -2620.600990 Eh
**Orbital gap (alpha / beta)**: 0.0979 / 0.2392 Eh
**Largest force on an atom**: 9.6 eV/Å



C33H33F18NO10S | ωB97M-V/def2-TZVPD

Structure (XYZ):
```
96
Properties=species:S:1:pos:R:3:lowdin_charge:R:1
F -4.2865 -5.8314 7.0316 0.065
C -5.5222 -6.0691 7.6791 -0.393
F -5.9486 -7.3711 7.2343 0.023
F -5.2581 -6.2090 9.0704 0.053
C -6.6433 -4.9920 7.3705 -0.071
C -6.3503 -3.7181 6.5305 0.011
C -7.5496 -2.7482 6.2872 -0.047
C -8.9816 -2.9397 6.8419 0.004
C -9.2725 -4.2191 7.6832 -0.172
C -8.0723 -5.2118 7.9162 -0.316
S -8.5263 -6.7381 8.8977 0.899
C -10.2137 -7.1240 8.1900 -0.393
C -10.6921 -8.5600 7.8668 -0.066
C -12.1046 -8.7163 7.2392 -0.080
C -13.0163 -7.4805 6.9624 -0.069
C -12.5318 -6.0228 7.3013 -0.014
C -11.0975 -5.8498 7.9176 -0.190
N -10.6228 -4.4840 8.2361 0.016
H -5.3094 -3.5454 6.0914 0.101
H -7.3487 -1.8301 5.6456 0.075
H -9.8304 -2.1904 6.6646 0.101
H -9.9678 -9.4142 8.0702 0.097
H -12.4470 -9.7767 6.9952 0.085
H -14.0452 -7.6048 6.4878 0.083
H -13.2010 -5.1096 7.0836 0.094
H -11.3041 -3.8093 7.8586 0.112
C -1.3953 0.0451 3.5656 -0.067
C -1.6989 -1.4345 3.7099 -0.193
O -3.0938 -1.6438 3.9843 0.022
C -3.9194 -1.5897 2.9190 -0.365
O -3.5583 -1.3776 1.7904 0.170
C -5.3567 -1.8759 3.3433 -0.507
F -5.7124 -1.1911 4.4526 0.128
F -5.5575 -3.1787 3.6271 0.151
F -6.2554 -1.5574 2.3948 0.163
H -1.7329 0.5940 4.4487 0.092
H -0.3240 0.2077 3.4346 0.085
H -1.9155 0.4720 2.7083 0.056
H -1.1470 -1.8385 4.5613 0.126
H -1.3889 -1.9982 2.8266 0.128
C -1.3499 2.6389 -2.7676 -0.063
C -2.4392 2.4048 -1.7376 -0.194
O -1.8745 2.2416 -0.4264 0.023
C -1.5300 3.3773 0.2137 -0.367
O -1.6632 4.4825 -0.2452 0.168
C -0.9921 3.0622 1.6063 -0.504
F -0.0976 2.0505 1.5996 0.147
F -1.9786 2.6951 2.4553 0.142
F -0.3699 4.1102 2.1757 0.161
H -0.6082 1.8367 -2.7307 0.090
H -1.7728 2.6849 -3.7715 0.064
H -0.8178 3.5731 -2.5748 0.080
H -2.9669 1.4774 -1.9701 0.128
H -3.1796 3.2085 -1.7433 0.128
C 3.3461 5.6962 -6.1718 -0.053
C 3.0539 4.2128 -6.0285 -0.203
O 1.6603 3.9954 -5.7490 0.034
C 0.8300 4.0470 -6.8102 -0.366
O 1.1854 4.2631 -7.9403 0.168
C -0.6041 3.7523 -6.3807 -0.507
F -0.9625 4.4330 -5.2699 0.144
F -0.7879 2.4430 -6.1013 0.149
F -1.5079 4.0685 -7.3257 0.160
H 3.0041 6.2397 -5.2870 0.092
H 4.4090 5.8801 -6.3084 0.072
H 2.8120 6.1110 -7.0301 0.083
H 3.6046 3.8124 -5.1869 0.089
H 3.3633 3.6530 -6.9131 0.129
C 9.7764 5.4614 -3.6535 -0.060
C 9.0045 4.3340 -2.9934 -0.195
O 7.6420 4.3136 -3.4500 0.027
C 7.4318 3.7391 -4.6514 -0.359
O 8.2993 3.2641 -5.3373 0.170
C 5.9443 3.7411 -4.9914 -0.489
F 5.3607 4.9453 -4.7546 0.113
F 5.2614 2.8319 -4.2605 0.157
F 5.7077 3.4483 -6.2834 0.161
H 9.2699 6.4171 -3.4953 0.084
H 10.7883 5.5243 -3.2485 0.086
H 9.8461 5.3131 -4.7335 0.072
H 8.9717 4.4982 -1.9143 0.128
H 9.4830 3.3660 -3.1592 0.109
C 12.2116 -2.0329 -6.2459 -0.063
C 11.5276 -0.8796 -6.9563 -0.203
O 11.3375 0.2283 -6.0625 0.023
C 12.4162 1.0109 -5.8551 -0.366
O 13.4935 0.8292 -6.3613 0.167
C 12.0641 2.1714 -4.9292 -0.506
F 11.3595 1.7758 -3.8458 0.147
F 11.3123 3.1021 -5.5529 0.154
F 13.1500 2.8118 -4.4580 0.158
H 11.6561 -2.3135 -5.3474 0.084
H 12.2854 -2.9014 -6.9035 0.083
H 13.2186 -1.7575 -5.9244 0.077
H 10.5342 -1.1921 -7.2851 0.126
H 12.0802 -0.5689 -7.8463 0.127
```

## Properties
**Total charge**: 0
**HOMO energy**: -7.91 eV
**E_tot**: -4280.012666 Eh
**Orbital gap**: 0.2893 Eh
**Largest force on an atom**: 4.5 eV/Å
**SMILES**: FC(F)(F)c1cccc2c1Sc1ccccc1N2.CCOC(=O)C(F)(F)F.CCOC(=O)C(F)(F)F.CCOC(=O)C(F)(F)F.CCOC(=O)C(F)(F)F.CCOC(=O)C(F)(F)F



C51H128N2O14 | ωB97M-V/def2-TZVPD

Structure (XYZ):
```
195
Properties=species:S:1:pos:R:3:lowdin_charge:R:1
C -0.3497 -1.4751 -2.5582 -0.029
C -0.9434 -0.5589 -1.4938 -0.336
C -1.3521 -1.5328 -0.3961 -0.121
C -0.2385 -1.8787 0.5999 -0.193
C 0.4308 -0.6447 1.1171 -0.140
C 1.0998 0.2212 0.0386 -0.334
N 0.0662 0.4379 -0.9838 -0.027
O 0.4335 1.4581 -1.9085 -0.141
C 1.4419 1.5756 0.7504 -0.010
C 2.4386 -0.4960 -0.3753 -0.076
C -2.2598 0.0770 -2.0032 -0.082
H 0.6042 -1.9784 -2.4003 0.065
H -0.1849 -0.9162 -3.4794 0.096
H -1.0667 -2.1891 -2.9633 0.038
H -2.1815 -1.0828 0.1494 0.030
H -1.8764 -2.4244 -0.7401 0.116
H 0.5354 -2.5137 0.1687 0.094
H -0.6833 -2.4842 1.3896 0.061
H 1.2152 -0.8868 1.8342 0.097
H -0.3470 -0.0336 1.5750 0.091
H 1.6852 2.3001 -0.0268 0.094
H 0.4937 1.9456 1.1404 0.082
H 2.1360 1.3511 1.5603 0.027
H 2.1263 -1.1677 -1.1749 0.049
H 3.0920 0.1898 -0.9146 0.051
H 2.9424 -1.1131 0.3686 0.053
H -2.1295 0.7821 -2.8241 0.115
H -2.7012 0.7477 -1.2660 0.083
H -2.9575 -0.6306 -2.4512 0.075
H -0.2064 2.1645 -1.7934 0.020
C 1.0895 -0.3446 5.8283 -0.010
C 0.9932 -0.7319 4.2790 -0.357
C 1.0086 0.5822 3.4336 -0.161
C 2.4316 1.1443 3.2544 -0.138
C 3.3030 0.0607 2.5126 -0.127
C 3.3615 -1.3362 3.2612 -0.378
N 1.9894 -1.7143 3.7109 -0.125
O 1.8817 -2.9291 4.3250 -0.030
C 3.9089 -2.3460 2.1825 -0.013
C 4.2943 -1.2377 4.5342 0.006
C -0.3808 -1.4285 4.0376 -0.038
H 1.8970 0.3756 5.9604 0.057
H 1.3816 -1.1647 6.4843 0.076
H 0.1894 0.1118 6.2402 0.078
H 0.5050 0.4671 2.4738 0.028
H 0.5532 1.3926 4.0028 0.120
H 2.9278 1.3489 4.2031 0.112
H 2.3542 2.0469 2.6482 0.075
H 4.3259 0.3933 2.3363 0.049
H 2.8396 -0.1062 1.5403 0.048
H 3.4430 -2.3771 1.1976 0.060
H 4.9270 -2.1018 1.8792 0.060
H 3.8988 -3.3840 2.5151 0.086
H 5.2857 -1.1251 4.0953 0.078
H 3.9512 -0.3675 5.0938 0.064
H 4.2245 -2.1386 5.1437 0.078
H -0.3325 -1.9341 3.0732 0.055
H -1.1161 -0.6239 4.0438 0.115
H -0.7312 -1.9322 4.9385 0.090
H 1.3344 -3.3646 3.6674 -0.121
O -1.4816 2.8739 -1.5249 0.006
H -2.1920 2.4939 -2.0417 -0.074
H -1.7037 2.6608 -0.6185 -0.007
C 5.2167 -0.6449 -0.1770 -0.025
C 4.7881 0.8172 0.0704 -0.473
C 5.5348 1.4442 1.2124 -0.036
O 5.0779 1.4931 -1.1441 -0.026
H 6.1717 -0.7439 -0.6930 0.106
H 4.4869 -1.2975 -0.6563 0.039
H 5.2403 -1.3203 0.6782 0.042
H 3.7289 0.8728 0.3217 0.078
H 6.6093 1.5002 1.0381 0.097
H 5.2510 1.1006 2.2072 0.057
H 5.3340 2.5155 1.2040 0.091
H 4.8715 2.4160 -0.9791 0.101
C -4.2596 0.4601 -2.5597 -0.130
C -4.4887 1.9697 -2.7833 -0.373
C -5.5475 2.5111 -1.8413 -0.027
O -3.3143 2.6665 -2.4888 -0.013
H -4.0930 0.2899 -1.4960 0.049
H -3.4660 0.0685 -3.1960 0.077
H -5.1802 -0.0889 -2.7578 0.111
H -4.8661 2.1399 -3.7915 0.150
H -5.0522 2.6995 -0.8888 0.075
H -6.2998 1.7907 -1.5202 0.087
H -6.0034 3.4637 -2.1110 0.085
H -3.5635 3.5379 -2.8053 0.149
C -3.1444 -2.6131 1.6815 -0.070
C -2.0966 -2.9513 2.7206 -0.440
C -2.6364 -3.0344 4.2068 -0.033
O -1.4751 -4.2055 2.5589 -0.111
H -3.7753 -1.7771 1.9833 0.077
H -3.8302 -3.4409 1.5011 0.091
H -2.6503 -2.4413 0.7252 0.039
H -1.4040 -2.1106 2.7613 0.029
H -2.9816 -2.0520 4.5293 0.072
H -2.0295 -3.3667 5.0490 0.073
H -3.6090 -3.5255 4.2393 0.077
H -0.5417 -4.1907 2.7828 -0.059
C 3.1880 -1.8889 -2.7836 -0.038
C 3.1735 -0.7112 -3.8656 -0.431
C 2.7283 0.6080 -3.1986 -0.041
O 4.4144 -0.6033 -4.4454 -0.020
H 2.1420 -2.0309 -2.5120 0.025
H 3.7820 -1.4928 -1.9601 0.030
H 3.5910 -2.8201 -3.1818 0.087
H 2.4680 -0.9776 -4.6527 0.134
H 1.7733 0.5511 -2.6762 0.063
H 2.6609 1.3261 -4.0159 0.071
H 3.4742 0.9178 -2.4668 0.074
H 5.0318 -0.5188 -3.7151 0.090
C 0.2397 -5.8663 2.3098 -0.020
C 0.9661 -4.5993 2.6807 -0.376
C 0.9128 -3.6824 1.4293 -0.061
O 0.3530 -3.9961 3.7957 -0.029
H 0.4410 -6.5828 3.1063 0.092
H 0.6621 -6.4064 1.4625 0.101
H -0.8418 -5.7611 2.2236 0.093
H 1.9888 -4.8255 2.9822 0.160
H -0.0801 -3.6193 0.9840 0.079
H 1.5805 -4.1353 0.6965 0.131
H 1.2061 -2.6494 1.6165 0.070
H 0.3379 -4.5782 4.5589 0.185
C 2.4409 5.7679 2.0821 -0.029
C 1.5593 4.5435 1.7251 -0.445
C 0.1283 4.9194 1.4759 -0.053
O 2.1883 3.9442 0.5993 -0.101
H 2.3299 6.5852 1.3695 0.085
H 3.4622 5.4076 2.2055 0.076
H 2.1917 6.1233 3.0820 0.074
H 1.5980 3.8055 2.5263 0.121
H -0.0124 5.4364 0.5267 0.024
H -0.1300 5.6067 2.2814 0.116
H -0.4899 4.0237 1.5370 0.027
H 1.5081 3.7957 -0.0616 0.038
C -1.4541 2.2822 2.2515 -0.004
C -2.0252 1.4879 1.0456 -0.380
C -2.9011 0.2337 1.2922 -0.040
O -2.6548 2.5017 0.3217 -0.032
H -0.7688 1.6031 2.7588 0.051
H -2.2399 2.7148 2.8708 0.111
H -0.8221 3.1196 1.9556 0.011
H -1.2392 1.2048 0.3456 0.104
H -2.4204 -0.6067 1.7930 0.074
H -3.4503 -0.1580 0.4360 0.003
H -3.7124 0.6555 1.8854 0.118
H -3.0043 3.1219 0.9658 0.130
C 0.5886 2.2348 -3.9568 -0.033
C 0.2282 3.5613 -4.6983 -0.389
C -1.2662 3.9797 -4.6717 -0.034
O 1.1015 4.5703 -4.2293 -0.073
H -0.0050 1.3948 -4.3176 0.102
H 0.3333 2.3668 -2.9054 0.012
H 1.6713 2.1108 -3.9326 0.045
H 0.4375 3.4147 -5.7579 0.124
H -1.4710 4.4246 -3.6979 0.059
H -1.9970 3.1750 -4.7519 0.069
H -1.4792 4.7976 -5.3600 0.078
H 0.8000 4.7748 -3.3411 -0.026
C -0.5041 -5.9204 -3.1419 -0.053
C -1.0280 -4.4798 -3.1040 -0.472
C -0.6809 -3.8029 -4.4330 -0.077
O -2.4377 -4.6122 -3.1449 -0.055
H -0.7343 -6.4328 -2.2078 0.075
H 0.5818 -5.9316 -3.2364 0.078
H -0.9277 -6.5172 -3.9497 0.082
H -0.6088 -3.8904 -2.2886 0.113
H 0.3846 -3.6604 -4.6136 0.093
H -1.1806 -2.8391 -4.5312 0.072
H -0.9359 -4.4414 -5.2787 0.090
H -2.6422 -4.4804 -4.0736 0.082
C 0.6653 6.3809 -2.1969 -0.022
C 0.1393 5.1529 -1.5313 -0.433
C -1.1850 5.4479 -0.9057 -0.054
O -0.1683 4.1700 -2.4590 -0.192
H 0.0169 6.5409 -3.0584 0.100
H 1.6513 6.2680 -2.6477 0.097
H 0.6516 7.3363 -1.6723 0.099
H 0.8841 4.8862 -0.7815 0.107
H -1.8878 4.6396 -0.7035 0.092
H -1.7324 6.2557 -1.3915 0.106
H -1.1634 5.9038 0.0841 0.064
H -0.7936 3.5049 -2.1621 -0.157
C -4.7425 -1.3590 -0.1030 -0.090
C -5.0690 -2.3645 -1.1953 -0.439
C -4.4871 -3.8031 -0.9859 -0.021
O -6.4639 -2.4354 -1.2229 -0.033
H -5.0172 -1.8722 0.8186 0.094
H -5.1957 -0.3689 -0.1516 0.107
H -3.6632 -1.2109 -0.0688 0.009
H -4.7822 -1.9185 -2.1476 0.110
H -4.8385 -4.5443 -1.7036 0.080
H -4.8061 -4.1810 -0.0146 0.071
H -3.3983 -3.7698 -0.9472 0.054
H -6.7456 -2.6928 -2.1038 0.095
```

## Properties
**Total charge**: 0
**HOMO energy**: -7.48 eV
**E_tot**: -3181.245538 Eh
**Orbital gap**: 0.2805 Eh
**Largest force on an atom**: 7.3 eV/Å



C6H5FO | ωB97M-V/def2-TZVPD

Structure (XYZ):
```
13
Properties=species:S:1:pos:R:3:lowdin_charge:R:1
C 2.2883 0.8726 0.8136 0.137
C 1.7561 -0.1395 0.3722 -0.056
C 1.1012 -1.5099 0.3323 -0.292
O 0.5322 -2.0573 -0.5504 0.088
H 2.6632 1.8314 0.8418 0.012
H 1.4494 -1.8563 1.3170 0.118
C -1.9387 0.4458 0.4024 -0.102
C -1.1870 0.6126 -0.8708 -0.098
C -0.5726 0.3467 -1.8706 -0.157
F 0.1446 0.3646 -2.9389 0.120
H -2.4443 -0.5620 0.4553 0.096
H -2.6753 1.2242 0.5337 0.060
H -1.1171 0.4271 1.1623 0.073
```

## Properties
**Total charge**: 0
**HOMO energy**: -9.64 eV
**E_tot**: -406.516941 Eh
**Orbital gap**: 0.3532 Eh
**Largest force on an atom**: 3.7 eV/Å
**SMILES**: C#CC=O.CC#CF



C2HNO | ωB97M-V/def2-TZVPD

Structure (XYZ):
```
5
Properties=species:S:1:pos:R:3:lowdin_spin:R:1
C 0.0668 -0.6603 -1.0224 0.403
C 0.1380 -0.0422 0.0502 0.046
N -0.3537 0.7961 0.8978 0.702
O 0.1983 1.2826 1.8596 0.818
H -0.0494 -1.3762 -1.7853 0.031
```

## Properties
**Total charge**: 0
**HOMO energy (alpha / beta)**: -8.82 / -10.85 eV
**2S+1**: 3
**E_tot**: -206.600855 Eh
**Orbital gap (alpha / beta)**: 0.3501 / 0.3402 Eh
**Largest force on an atom**: 3.7 eV/Å